Computed, not measured: a molecular structure, C30H27BrCrF4N4OPS2, with ωB97M-V with the def2-TZVPD basis set.

Structure (XYZ):
```
71
Properties=species:S:1:pos:R:3
Cr -0.963 -0.648 1.922
C -0.739 3.514 2.828
C -1.030 2.160 2.288
N -0.625 1.077 2.866
N 0.029 1.144 4.053
C 0.023 -0.017 4.663
N 0.590 -0.110 5.861
S -0.713 -1.495 4.027
C -1.958 1.929 1.112
C -2.696 3.083 0.649
C -3.638 3.095 -0.309
C -4.123 1.988 -1.097
C -3.746 0.721 -0.974
N -1.991 0.679 0.768
H 0.168 3.475 3.426
H -1.552 3.841 3.482
H -0.619 4.245 2.032
H 0.998 0.709 6.285
H 0.584 -0.974 6.376
H -2.475 4.012 1.148
H -4.090 4.059 -0.514
H -4.862 2.180 -1.860
H -4.171 -0.052 -1.601
F 4.006 -5.498 3.308
C 3.314 -4.584 2.670
C 2.548 -4.933 1.568
F 2.517 -6.181 1.145
C 1.820 -3.952 0.910
F 1.124 -4.325 -0.167
C 1.819 -2.630 1.336
P 0.866 -1.342 0.494
C 1.915 -0.550 -0.704
C 2.324 -1.291 -1.815
C 3.182 -0.711 -2.734
C 3.643 0.585 -2.530
C 3.249 1.309 -1.412
C 2.375 0.746 -0.497
C -0.593 -2.160 -0.174
C -1.391 -2.785 0.809
C -2.658 -3.272 0.478
C -3.111 -3.158 -0.824
C -2.312 -2.557 -1.793
C -1.073 -2.029 -1.474
C 2.628 -2.291 2.425
Br 2.801 -0.509 2.988
C 3.360 -3.254 3.089
F 4.117 -2.945 4.127
H 1.986 -2.310 -1.964
H 3.504 -1.273 -3.600
H 4.326 1.027 -3.243
H 3.626 2.310 -1.255
H 2.057 1.312 0.369
H -0.959 -3.070 1.770
H -3.253 -3.778 1.226
H -4.076 -3.563 -1.099
H -2.666 -2.502 -2.815
H -0.472 -1.532 -2.224
O -2.892 0.074 -0.121
S -0.628 1.402 -2.184
C -0.454 1.215 -3.995
C 0.431 2.373 -4.444
C 0.030 3.577 -3.601
C 0.032 3.103 -2.151
H -1.439 1.266 -4.459
H -0.010 0.246 -4.218
H 0.315 2.558 -5.511
H 1.479 2.126 -4.259
H -0.972 3.910 -3.882
H 0.709 4.418 -3.737
H -0.593 3.722 -1.510
H 1.045 3.088 -1.748
```

Results
ΔE to the lowest compared entry with this formula, charge and spin	115.9	kcal per mole
gap between HOMO and LUMO (alpha / beta)	5.349 / 5.758	eV
max |F|	0.5	eV Å⁻¹
HOMO (alpha / beta)	-13.33 / -13.33	eV
2S+1	4
charge	+2
DFT total energy	-6608.705871	Ha